21
Properties=species:S:1:pos:R:3 method="wB97M-V/def2-TZVPD" smiles="CCNCC=O.O.O" largest_force_ev_per_a=2.01 mol_weight_g_mol=123.15 e_above_lowest_kcal_mol=49.7 homo_energy_ha=-0.343 gap_ha=0.368
C -2.03937 -1.35658 1.89706
C -0.56367 -1.74650 1.70276
N 0.13766 -0.65649 0.94805
C 0.86134 0.23252 1.84625
C 1.21558 1.56749 1.22471
O 1.20883 1.71787 0.02379
H -2.14016 -0.29523 1.63364
H -2.36089 -1.51927 2.92310
H -2.68941 -2.01243 1.28206
H -0.46136 -2.64506 1.09156
H -0.02773 -1.87336 2.62955
H -0.46955 -0.11877 0.35096
H 0.26583 0.48930 2.75447
H 1.72539 -0.33695 2.23462
H 1.46941 2.45504 1.82385
O 0.19807 -0.39154 -4.52325
H 0.93045 -0.92528 -4.21036
H -0.35460 -0.24357 -3.73617
O -0.52040 0.85107 -2.15906
H -0.12825 0.28130 -1.47950
H -0.47303 1.76848 -1.90110

=====

21
Properties=species:S:1:pos:R:3 method="wB97M-V/def2-TZVPD" smiles="CN(C)CC=O.O.O" largest_force_ev_per_a=1.88 mol_weight_g_mol=123.15 e_above_lowest_kcal_mol=57.4 homo_energy_ha=-0.348 gap_ha=0.369
C 1.85452 2.21225 0.35349
N 0.85628 1.19733 0.66496
C -0.17075 1.75599 1.56950
C 1.55625 0.04412 1.33545
C 1.78255 -1.05307 0.33769
O 2.49240 -2.00033 0.56201
H 1.94512 2.97809 1.12574
H 2.81829 1.78200 0.09689
H 1.53849 2.75867 -0.53402
H -0.85648 2.34029 0.95603
H 0.31779 2.38302 2.31620
H -0.73689 0.97934 2.04830
H 0.92357 -0.37315 2.12472
H 2.40966 0.42787 1.90368
H 1.08407 -1.07892 -0.51246
O -0.68988 -0.24755 -2.17321
H 0.16310 -0.00427 -1.80355
H -1.39067 0.23426 -1.71932
O -5.83710 -2.13836 -1.83567
H -5.16195 -1.58963 -2.26436
H -6.32425 -2.42827 -2.61952

=====

21
Properties=species:S:1:pos:R:3 method="wB97M-V/def2-TZVPD" largest_force_ev_per_a=3.32 mol_weight_g_mol=123.15 e_above_lowest_kcal_mol=194.2 homo_energy_ha=-0.314 gap_ha=0.154
C 1.44519 1.30048 -0.04713
N 1.88972 -0.03460 0.74180
C 1.45377 -1.15039 0.02990
C -0.12930 -1.13746 -0.18774
C -0.77432 -1.19209 1.19975
O 1.49107 1.17653 -1.28114
H 2.01303 2.13518 0.40264
H 1.27497 0.01725 1.54897
H 1.90741 -1.13721 -0.95878
H 1.70956 -2.05292 0.58571
H -0.41617 -0.21733 -0.68734
H -0.42920 -1.98140 -0.80510
H -1.85448 -1.11985 1.03245
H -0.53780 -0.34050 1.83389
H -0.60445 -2.12936 1.72155
H -3.09023 -0.22245 -1.81733
H 0.39475 1.29629 0.44902
O -2.37957 -0.33694 -1.20373
H -2.12152 0.74295 -0.16402
H -2.45371 2.14601 0.47819
O -1.88290 1.38517 0.60236

=====

21
Properties=species:S:1:pos:R:3 method="wB97M-V/def2-TZVPD" smiles="CC(C)NC=O.O.O" largest_force_ev_per_a=1.23 mol_weight_g_mol=123.15 e_above_lowest_kcal_mol=14.5 homo_energy_ha=-0.359 gap_ha=0.378
C 1.14365 1.63033 1.60478
C 0.19953 0.94960 0.62806
C -0.83861 0.12803 1.35876
N 0.98715 0.18000 -0.35597
C 1.56222 -1.01461 -0.12301
O 1.67508 -1.52680 0.98138
H 1.57783 0.88634 2.25922
H 0.61742 2.34323 2.22168
H 1.99467 2.11127 1.11039
H -0.31497 1.67934 0.01564
H -1.78381 0.06851 0.82401
H -0.54693 -0.90183 1.57950
H -1.07713 0.53571 2.34096
H 0.84424 0.47977 -1.30663
H 1.94847 -1.48201 -1.03462
O -1.29464 -1.58137 -1.50479
H -0.57773 -1.80037 -0.90242
H -2.04684 -2.12841 -1.24181
O -2.15119 1.09993 -1.86599
H -2.92286 1.40368 -2.35040
H -2.12488 0.13048 -1.92702

=====

21
Properties=species:S:1:pos:R:3 method="wB97M-V/def2-TZVPD" largest_force_ev_per_a=3.74 mol_weight_g_mol=123.15 spin_multiplicity=2 e_above_lowest_kcal_mol=89.2 homo_energy_ha="-0.552 / -0.548" gap_ha="0.375 / 0.223" s2=0.76 charge=+1
O 0.99117 1.44180 -0.57493
C 0.93937 0.58180 0.39048
C -0.28159 -0.14456 0.64612
C 0.76779 -1.16129 -0.04827
C -0.20638 -2.33650 -0.43626
N -0.53807 -0.60420 2.04415
H 1.72604 0.66689 1.14551
H -1.13817 -0.09619 -0.01794
H 1.33498 -1.01990 -0.98005
H 1.45067 -1.57588 0.70836
H -0.77483 -2.71248 0.41141
H 0.23190 -3.14143 -1.02563
H -0.97028 -1.88905 -1.08957
H -0.38927 0.26165 2.58556
H -1.56049 -0.61985 2.10397
H -1.02986 0.88269 -2.82804
H 0.18141 0.84389 -1.83143
O -0.55409 0.31403 -2.21093
H 0.32964 2.75792 0.15703
H -0.15044 4.22997 0.30388
O -0.35948 3.32070 0.54658

=====

21
Properties=species:S:1:pos:R:3 method="wB97M-V/def2-TZVPD" largest_force_ev_per_a=4.16 mol_weight_g_mol=123.15 spin_multiplicity=2 e_above_lowest_kcal_mol=61.0 homo_energy_ha="-0.568 / -0.562" gap_ha="0.441 / 0.240" s2=0.76 charge=+1
C 0.04360 -0.75916 1.24679
C -1.10055 -0.87136 0.10411
C -2.26034 -1.76264 0.49644
O -1.66312 0.41903 -0.02275
N 1.30271 -0.21630 0.71943
C 1.47075 1.23256 0.81786
O 0.78574 1.98452 -0.18718
H 0.44524 -1.72227 1.67862
H -0.48032 -0.09477 1.97796
H -0.71044 -1.20980 -0.85118
H -3.07733 -1.04092 0.64267
H -2.06853 -2.39420 1.36774
H -2.58583 -2.32434 -0.34554
H -1.15561 1.24420 -0.01764
H 1.58134 -0.53581 -0.20105
H 1.13869 1.68480 1.75068
H 2.57028 1.40220 0.66003
H 0.51584 1.36414 -0.88381
H 1.57058 -0.47106 -3.29152
H 1.43151 -0.53623 -1.81142
O 1.30766 0.07550 -2.53671

=====

20
Properties=species:S:1:pos:R:3 method="wB97M-V/def2-TZVPD" largest_force_ev_per_a=4.78 mol_weight_g_mol=123.22 spin_multiplicity=2 e_above_lowest_kcal_mol=43.8 homo_energy_ha="0.034 / -0.205" gap_ha="0.078 / 0.316" s2=0.75 charge=-1
C 0.41157 -2.85491 0.13441
C -0.75708 -2.11266 0.78636
C -1.18640 -0.80310 0.08568
C -0.17523 -0.42842 -1.05121
S -1.30254 0.88392 -1.84171
N -0.41251 -1.83737 2.16953
H 1.27190 -2.66607 0.71630
H 0.44492 -2.71423 -0.92961
H 0.35929 -3.92238 0.47669
H -1.58470 -2.83909 0.84910
H -2.12529 -1.08175 -0.34276
H -1.41608 -0.06050 0.81019
H 0.72515 -0.02260 -0.53568
H 0.14084 -1.23747 -1.78092
H -0.62112 2.05807 -1.96927
H -0.02878 -2.81222 2.54932
H 0.41820 -1.34280 2.39739
H 3.46309 6.14205 1.39902
H 2.89958 4.69177 1.13817
O 3.75301 5.21508 1.22142

=====

20
Properties=species:S:1:pos:R:3 method="wB97M-V/def2-TZVPD" largest_force_ev_per_a=1.71 mol_weight_g_mol=123.22 spin_multiplicity=2 e_above_lowest_kcal_mol=12.2 homo_energy_ha="0.034 / -0.209" gap_ha="0.076 / 0.317" s2=0.75 charge=-1
C 0.62701 -2.07819 -1.01963
N 0.58077 -0.99985 -0.00011
C -0.72200 -0.34922 0.10513
C -0.74479 0.32385 1.48193
S -2.30856 1.17791 1.93834
C -0.93030 0.65713 -1.03677
H 1.21412 -1.75830 -1.85687
H 1.15943 -2.91973 -0.56324
H -0.37181 -2.42614 -1.27105
H 1.23074 -0.26993 -0.27185
H -1.53902 -1.06859 0.08878
H -0.64483 -0.43110 2.23725
H 0.05524 1.03301 1.59543
H -2.62073 1.69478 0.75016
H -1.94676 1.04950 -1.13903
H -0.25525 1.50592 -0.90575
H -0.74747 0.15972 -1.99528
H 2.78191 2.27432 0.95270
H 2.71133 0.77686 0.64111
O 2.47095 1.64805 0.26875

=====

20
Properties=species:S:1:pos:R:3 method="wB97M-V/def2-TZVPD" smiles=C[C@@H](N)CCS.O largest_force_ev_per_a=1.67 mol_weight_g_mol=123.22 e_above_lowest_kcal_mol=24.8 homo_energy_ha=-0.332 gap_ha=0.355
C -2.14093 -0.27541 -1.86268
C -1.79442 1.07204 -1.22757
N -2.69664 1.34995 -0.07509
C -0.32588 1.30342 -0.76682
C 0.54600 0.06836 -0.55823
S 2.24920 0.26787 -1.17774
H -1.65135 -1.11369 -1.34578
H -1.97344 -0.37749 -2.94115
H -3.18532 -0.52117 -1.71243
H -2.10444 1.83902 -1.90670
H -3.59473 1.66137 -0.42096
H -2.92865 0.58719 0.55084
H 0.12589 1.99338 -1.46568
H -0.46102 1.78363 0.19993
H 0.48341 -0.26912 0.48171
H 0.18313 -0.83018 -1.06310
H 2.14342 -0.60156 -2.18532
O 1.58342 -3.07169 5.77181
H 1.23873 -2.74438 4.93652
H 2.54695 -3.06802 5.70754

=====

20
Properties=species:S:1:pos:R:3 method="wB97M-V/def2-TZVPD" smiles=CNCCCS.O largest_force_ev_per_a=0.95 mol_weight_g_mol=123.22 e_above_lowest_kcal_mol=25.1 homo_energy_ha=-0.320 gap_ha=0.347
C 2.38614 1.27329 0.06257
N 1.23713 0.49374 0.47031
C 0.07467 1.26803 0.81344
C -0.98500 0.47256 1.61129
C -1.88369 -0.38108 0.70846
S -1.60319 -2.18399 0.85040
H 2.04663 2.08132 -0.58101
H 2.93840 1.78534 0.86610
H 3.12924 0.64939 -0.41520
H 1.51366 -0.14847 1.18431
H 0.29737 2.18043 1.39947
H -0.39787 1.62988 -0.10963
H -0.48834 -0.15407 2.34890
H -1.54161 1.23387 2.15547
H -2.96496 -0.22704 0.68360
H -1.62845 -0.14466 -0.32407
H -1.63575 -2.17843 2.18420
O -0.11090 -2.92421 -4.79146
H -0.89582 -2.35076 -4.82326
H 0.51234 -2.37514 -4.29387

=====

20
Properties=species:S:1:pos:R:3 method="wB97M-V/def2-TZVPD" smiles=C[C@H](N)CCS.O largest_force_ev_per_a=3.93 mol_weight_g_mol=123.22 e_above_lowest_kcal_mol=36.3 homo_energy_ha=-0.330 gap_ha=0.360
C -0.71002 -2.29097 -1.83897
C -0.35504 -1.15002 -0.84616
N -0.33623 -1.63897 0.53522
C -0.98753 0.21547 -0.87572
C -0.28813 1.33638 -0.00323
S 1.25426 1.92913 -0.45456
H -1.79096 -2.42027 -1.81114
H -0.40721 -1.86418 -2.95280
H -0.24456 -3.21416 -1.53592
H 0.72090 -0.97859 -1.05034
H 0.29427 -2.40352 0.62643
H -1.23421 -1.92455 0.90012
H -2.11623 0.13913 -0.60970
H -1.29419 0.62756 -1.92253
H -0.36629 1.07142 1.04197
H -0.97251 2.16014 0.04934
H 1.22696 2.75156 -1.57294
O 0.33539 -0.15822 3.44963
H 0.40295 -0.52503 2.51626
H -0.57233 -0.21219 3.63506

=====

20
Properties=species:S:1:pos:R:3 method="wB97M-V/def2-TZVPD" smiles=CN[C@@H](C)CS.O largest_force_ev_per_a=1.70 mol_weight_g_mol=123.22 e_above_lowest_kcal_mol=27.2 homo_energy_ha=-0.330 gap_ha=0.353
C 1.13786 0.95646 1.21913
N -0.23856 1.24759 0.84661
C -0.46189 1.14990 -0.60096
C -0.48966 -0.28270 -1.19394
C -1.63105 2.02112 -1.04125
S -1.73531 2.35891 -2.89710
H 1.45048 0.04663 0.69822
H 1.21869 0.99095 2.29485
H 1.80447 1.73304 0.77868
H -0.85385 0.53964 1.25506
H 0.40807 1.62132 -1.06152
H -0.39467 -0.11856 -2.27410
H -1.41567 -0.79888 -0.81778
H 0.29453 -0.97491 -0.86862
H -1.46934 3.02542 -0.68885
H -2.52142 1.54170 -0.67746
H -3.04272 2.10119 -2.97260
O 2.53028 -6.11167 2.57496
H 2.52464 -5.31079 2.03667
H 2.88511 -5.73638 3.38998